1.
{
  "formula": "C10H30O5",
  "method": "ωB97M-V/def2-TZVPD",
  "charge": 0,
  "smiles": "CCO.CCO.CCO.CCO.CCO",
  "energy_ha": -774.94721,
  "multiplicity": 1,
  "relative_energy_kcal_mol": 133.9,
  "gap_ev": 10.11,
  "species": ["C", "C", "O", "H", "H", "H", "H", "H", "H", "C", "C", "O", "H", "H", "H", "H", "H", "H", "C", "C", "O", "H", "H", "H", "H", "H", "H", "C", "C", "O", "H", "H", "H", "H", "H", "H", "C", "C", "O", "H", "H", "H", "H", "H", "H"],
  "positions_angstrom": [[3.979467, -0.346533, -1.828822], [3.219467, -0.812533, -2.946822], [2.219467, -1.668533, -2.580822], [4.603467, 0.579467, -2.195822], [4.681467, -1.031533, -1.505822], [3.392467, 0.090467, -0.949822], [4.023467, -1.258533, -3.590822], [2.708467, 0.192467, -3.521822], [2.093467, -2.413533, -3.216822], [-1.229533, -0.175533, 0.654178], [-0.143533, -0.894533, -0.058822], [0.429467, -0.036533, -1.014822], [-1.721533, -0.737533, 1.443178], [-1.934533, 0.464467, 0.125178], [-0.581533, 0.210467, 1.456178], [-0.661533, -1.711533, -0.548822], [0.398467, -1.300533, 0.672178], [1.310467, -0.343533, -1.219822], [-3.170533, -2.722533, -0.415822], [-4.297533, -3.598533, -0.895822], [-4.961533, -4.167533, 0.077178], [-3.608533, -2.065533, 0.148178], [-2.645533, -2.218533, -1.357822], [-2.412533, -3.011533, 0.238178], [-4.073533, -4.329533, -1.712822], [-4.971533, -2.841533, -1.320822], [-5.446533, -4.920533, -0.288822], [-0.711533, 3.607467, -0.157822], [-0.241533, 3.142467, -1.505822], [-0.915533, 2.082467, -2.154822], [-0.546533, 2.957467, 0.522178], [-1.834533, 3.707467, -0.406822], [-0.313533, 4.661467, -0.054822], [0.801467, 2.810467, -1.528822], [-0.198533, 3.898467, -2.214822], [-0.585533, 1.341467, -1.709822], [1.605467, 0.787467, 3.183178], [1.419467, 1.996467, 4.173178], [1.735467, 1.650467, 5.425178], [0.762467, -0.053533, 3.266178], [2.591467, 0.339467, 3.427178], [1.228467, 0.935467, 2.052178], [0.407467, 2.295467, 4.126178], [2.255467, 2.799467, 3.743178], [1.340467, 2.109467, 6.172178]],
  "forces_ev_per_a": [[0.676, 5.212, 1.989], [-0.560, 2.659, -4.089], [-1.114, -2.400, -0.173], [-1.024, -1.657, 0.643], [1.269, -1.598, 1.041], [0.582, -0.800, -1.068], [-1.204, 0.158, -0.240], [1.399, -2.706, 1.162], [0.170, 1.155, 0.738], [0.798, 0.708, 2.742], [-4.353, -0.066, -3.578], [0.387, 0.319, 0.782], [-0.873, -1.194, -0.811], [0.470, 0.121, 0.084], [-0.567, 2.284, -0.411], [0.518, -0.572, -0.695], [3.281, -1.395, 2.453], [0.201, -0.298, -0.393], [2.517, -1.575, -5.355], [1.515, 1.856, -4.077], [-2.258, -3.107, 3.787], [-2.627, 4.527, 2.757], [-1.261, -0.857, 2.044], [1.456, -1.819, 0.702], [0.431, 0.585, 0.442], [0.068, 0.018, -0.843], [0.030, 0.310, 0.510], [-3.188, 5.478, -6.417], [1.977, -1.463, -0.553], [-1.560, 1.745, -0.303], [1.186, -4.040, 5.077], [1.347, 0.001, 1.156], [-0.329, -1.334, 0.589], [0.404, 0.129, 0.737], [-0.458, 1.936, -1.113], [0.606, -2.340, 0.690], [-2.944, -1.564, -0.881], [2.094, 1.059, -4.086], [1.376, -1.772, 2.822], [1.755, 1.389, 1.114], [-0.583, 0.135, -0.980], [2.109, 0.716, 2.214], [-1.035, 1.085, -0.488], [-2.445, -1.340, 0.979], [-0.239, 0.312, -0.701]]
}


2.
{
  "formula": "C10H30O5",
  "method": "ωB97M-V/def2-TZVPD",
  "charge": 0,
  "smiles": "CCO.CCO.CCO.CCO.CCO",
  "energy_ha": -775.06083,
  "multiplicity": 1,
  "relative_energy_kcal_mol": 62.6,
  "gap_ev": 10.23,
  "species": ["C", "C", "O", "H", "H", "H", "H", "H", "H", "C", "C", "O", "H", "H", "H", "H", "H", "H", "C", "C", "O", "H", "H", "H", "H", "H", "H", "C", "C", "O", "H", "H", "H", "H", "H", "H", "C", "C", "O", "H", "H", "H", "H", "H", "H"],
  "positions_angstrom": [[-12.797030, -5.799980, 1.731610], [-14.108110, -5.618120, 2.460690], [-14.181290, -4.299030, 2.982530], [-12.697800, -5.208620, 0.821360], [-12.631710, -6.818130, 1.379270], [-12.053510, -5.479090, 2.461210], [-14.234180, -6.291490, 3.308500], [-14.882580, -5.790010, 1.713200], [-14.592700, -3.798170, 2.274380], [-12.464150, -5.167220, 6.860790], [-13.744360, -5.588730, 7.719210], [-13.964400, -6.893470, 7.230220], [-12.268890, -4.140520, 7.170400], [-12.725480, -5.351100, 5.818680], [-11.588340, -5.784080, 7.062150], [-14.692250, -5.119760, 7.455230], [-13.814130, -5.540560, 8.805910], [-14.809930, -7.156620, 7.600940], [-9.988570, -3.826770, 4.528210], [-10.496470, -2.610480, 3.662800], [-9.779610, -2.786380, 2.493820], [-10.345240, -3.940120, 5.551950], [-8.946840, -4.042310, 4.290650], [-10.340680, -4.690130, 3.963650], [-10.244520, -1.613690, 4.024780], [-11.567340, -2.639730, 3.461590], [-9.797100, -1.904210, 2.115580], [-10.383310, 2.096470, 4.683320], [-9.596460, 2.413420, 5.945520], [-9.069620, 3.639750, 6.028870], [-10.459480, 1.020010, 4.529880], [-9.927450, 2.549520, 3.802960], [-11.398610, 2.480520, 4.782170], [-8.730000, 1.764820, 6.074670], [-10.238950, 2.293260, 6.817790], [-8.798330, 3.869200, 6.920700], [-9.263230, -6.941320, 1.562120], [-9.196360, -6.217850, 0.202040], [-9.632040, -4.802070, 0.239570], [-10.308470, -6.900910, 1.868610], [-8.732760, -6.483500, 2.397040], [-8.738680, -7.889460, 1.680360], [-9.717780, -6.597250, -0.676760], [-8.185690, -6.129630, -0.196520], [-9.574850, -4.373830, 1.096850]],
  "forces_ev_per_a": [[0.341, -0.131, 0.345], [0.095, -0.173, -0.729], [-0.415, 0.165, -0.198], [-0.176, 0.419, 0.204], [0.036, -0.224, 0.416], [0.505, -0.210, -0.359], [0.096, -0.157, -0.164], [-0.572, -0.090, 0.335], [0.069, 0.460, 0.195], [-1.729, 0.244, 2.007], [0.262, -0.325, -1.885], [-0.282, -1.454, 0.531], [0.356, 0.177, -0.766], [-0.064, 0.621, 0.058], [-0.208, -0.092, 0.429], [0.423, 1.377, -0.523], [1.274, -0.041, 0.282], [-0.063, -0.504, -0.153], [-1.017, 0.052, -1.450], [0.424, -1.223, 2.005], [0.531, 0.535, -1.848], [0.417, 0.295, -0.095], [0.473, 0.959, 0.964], [-0.882, -0.246, 0.131], [-0.062, -0.058, 0.768], [-0.204, -0.221, 0.283], [0.360, -0.214, -0.822], [-0.005, 0.513, 0.149], [-0.339, -2.879, 1.031], [0.884, 4.262, -0.904], [0.113, 0.006, 0.095], [0.080, -0.036, 0.008], [-0.008, 0.094, -0.148], [-0.259, -1.085, -0.216], [-0.367, -0.671, 0.064], [-0.103, -0.214, -0.080], [-0.281, 0.633, -0.066], [1.183, 2.175, 0.140], [-0.335, -1.284, -0.367], [0.046, -0.818, 0.119], [0.139, 1.249, -0.362], [-0.761, -0.614, -0.960], [-0.631, -0.638, 0.674], [0.463, -0.404, 0.412], [0.192, -0.232, 0.450]]
}


3.
{
  "formula": "C10H30O5",
  "method": "ωB97M-V/def2-TZVPD",
  "charge": 0,
  "smiles": "CCO.CCO.CCO.CCO.CCO",
  "energy_ha": -775.11221,
  "multiplicity": 1,
  "relative_energy_kcal_mol": 30.3,
  "gap_ev": 10.71,
  "species": ["C", "C", "O", "H", "H", "H", "H", "H", "H", "C", "C", "O", "H", "H", "H", "H", "H", "H", "C", "C", "O", "H", "H", "H", "H", "H", "H", "C", "C", "O", "H", "H", "H", "H", "H", "H", "C", "C", "O", "H", "H", "H", "H", "H", "H"],
  "positions_angstrom": [[2.583113, 0.749863, 3.738782], [1.939808, 1.788307, 4.665979], [1.057160, 1.176464, 5.593130], [1.831685, 0.115740, 3.269906], [3.248949, 0.166003, 4.372738], [3.138574, 1.279976, 2.963144], [1.387790, 2.569567, 4.129482], [2.760461, 2.271689, 5.199161], [0.535088, 0.499312, 5.160887], [0.523499, -0.781213, -1.359962], [0.305867, 0.421779, -0.441871], [1.293350, 0.473292, 0.582837], [0.171205, -1.738267, -0.950731], [1.580286, -0.957232, -1.547335], [-0.093949, -0.668667, -2.253877], [-0.694142, 0.538042, -0.008110], [0.407211, 1.299526, -1.088498], [1.365531, -0.426549, 0.916104], [4.379229, -0.961841, 1.283748], [4.637105, -2.267605, 0.564339], [5.910566, -2.331774, -0.048749], [4.958820, -0.874535, 2.204123], [3.351891, -0.720243, 1.531587], [4.688229, -0.155760, 0.611100], [3.867789, -2.399906, -0.210262], [4.518654, -3.136565, 1.223356], [6.370992, -3.140873, 0.160602], [-2.769365, 0.547671, -3.696050], [-2.931883, 0.280079, -5.194145], [-2.312269, -0.947878, -5.541941], [-3.632536, 1.102842, -3.337542], [-1.826519, 1.063866, -3.524939], [-2.750061, -0.414287, -3.181673], [-2.596908, 1.136182, -5.790397], [-4.010470, 0.243858, -5.408653], [-2.308568, -0.982001, -6.504837], [-5.085028, 1.132696, -0.220454], [-4.068135, 0.548972, 0.775590], [-4.118077, -0.877203, 0.784652], [-4.657330, 1.194275, -1.223899], [-5.476751, 2.119008, 0.040609], [-5.978950, 0.511910, -0.324377], [-4.284924, 0.849062, 1.797956], [-3.089498, 0.889378, 0.415462], [-4.127489, -1.186958, -0.126972]],
  "forces_ev_per_a": [[-0.191, 0.856, 0.498], [-0.182, -0.390, -0.651], [0.295, 0.209, 0.701], [0.000, -0.023, -0.030], [0.087, -0.271, -0.309], [0.087, -0.253, -0.031], [0.176, -0.106, -0.199], [-0.302, 0.035, 0.348], [0.003, -0.010, -0.258], [-1.061, -0.648, 0.533], [0.320, 0.137, -0.628], [-0.210, 0.077, -0.106], [-0.056, 0.228, 0.397], [0.042, 0.475, -0.425], [0.474, 0.102, -0.266], [-0.041, -0.568, -0.058], [0.387, 0.161, 0.367], [0.038, 0.038, 0.119], [0.896, 0.567, -0.184], [-0.980, -0.977, 0.066], [0.250, 0.844, -0.191], [0.089, -0.033, -0.058], [-0.206, -0.537, -0.073], [0.093, 0.021, 0.113], [0.126, 0.079, -0.041], [-0.056, 0.203, 0.158], [-0.101, -0.225, 0.190], [0.213, -0.434, -0.746], [-1.082, 0.344, 0.366], [0.149, 0.405, -0.242], [0.198, 0.276, 0.118], [-0.096, 0.099, 0.324], [0.011, 0.016, 0.052], [0.482, -0.163, 0.048], [0.044, -0.311, 0.002], [0.098, -0.226, 0.091], [-0.441, -0.043, -0.127], [-0.617, -0.107, -1.000], [0.112, 0.057, 0.037], [0.079, 0.072, 0.075], [0.384, 0.052, 0.109], [0.111, -0.206, 0.286], [0.236, 0.135, -0.040], [0.110, 0.032, 0.633], [0.034, 0.012, 0.032]]
}


4.
{
  "formula": "C10H30O5",
  "method": "ωB97M-V/def2-TZVPD",
  "charge": 0,
  "smiles": "CCO.CCO.CCO.CCO.CCO",
  "energy_ha": -775.10328,
  "multiplicity": 1,
  "relative_energy_kcal_mol": 35.9,
  "gap_ev": 9.80,
  "species": ["C", "C", "O", "H", "H", "H", "H", "H", "H", "C", "C", "O", "H", "H", "H", "H", "H", "H", "C", "C", "O", "H", "H", "H", "H", "H", "H", "C", "C", "O", "H", "H", "H", "H", "H", "H", "C", "C", "O", "H", "H", "H", "H", "H", "H"],
  "positions_angstrom": [[2.873293, 1.949876, 2.885069], [1.792184, 0.892678, 2.661273], [1.365623, 0.310853, 3.873553], [3.715195, 1.487207, 3.413565], [2.614388, 2.812387, 3.497582], [3.305833, 2.313636, 1.950239], [2.129280, 0.115506, 1.970834], [0.956250, 1.375026, 2.154193], [2.101318, -0.098955, 4.335522], [-1.201329, -2.022061, 3.638381], [-1.516470, -1.975750, 2.175136], [-0.457878, -2.540611, 1.398028], [-0.198169, -1.741209, 3.950310], [-1.400251, -3.009462, 4.074015], [-1.881461, -1.485927, 4.310518], [-1.833572, -1.012425, 1.763768], [-2.366387, -2.638806, 1.968658], [-0.476880, -2.209650, 0.484976], [-4.620557, 1.467094, 1.066582], [-4.958665, 0.133011, 0.400887], [-6.288026, 0.144556, -0.088708], [-4.481638, 2.252440, 0.319476], [-3.735434, 1.362570, 1.695601], [-5.426409, 1.836453, 1.701784], [-4.753126, -0.603047, 1.191067], [-4.266407, -0.170140, -0.390627], [-6.251328, -0.132313, -1.005906], [3.144907, 0.333559, -4.290429], [4.613606, 0.238901, -4.676214], [4.768008, -0.699179, -5.825874], [2.846332, -0.577794, -3.773995], [2.479077, 0.457312, -5.142045], [3.046457, 1.204254, -3.637973], [5.269156, -0.127616, -3.889908], [5.028354, 1.140290, -5.129072], [4.840904, -0.078763, -6.551360], [-0.815049, 0.618662, -1.171853], [0.399679, -0.204422, -1.519015], [0.194571, -1.555320, -1.089413], [-0.785104, 1.500326, -1.818278], [-0.787678, 1.043208, -0.169146], [-1.676827, -0.010080, -1.387840], [1.304460, 0.318617, -1.181767], [0.534180, -0.324659, -2.602457], [0.855590, -2.090220, -1.539152]],
  "forces_ev_per_a": [[0.922, -0.459, 0.063], [0.523, 0.597, -0.136], [-0.675, 0.177, 0.115], [0.006, -0.076, -0.028], [-0.564, -0.100, -0.087], [-0.232, 0.006, -0.107], [0.253, -0.009, -0.022], [-0.407, -0.178, 0.395], [0.178, 0.050, -0.197], [-0.373, -0.521, 1.725], [-0.522, -0.937, -1.213], [0.351, 0.268, 0.376], [0.088, 0.185, -0.501], [0.473, -0.352, -0.608], [-0.096, 0.722, -0.667], [0.396, 0.346, 0.357], [-0.349, 0.192, 0.374], [0.025, 0.055, 0.359], [0.021, 0.276, -0.649], [0.651, 0.192, 0.913], [0.073, -0.216, 0.059], [0.247, -0.013, 0.042], [0.107, 0.098, -0.153], [-0.158, -0.413, 0.044], [-0.808, -0.378, -0.171], [0.102, 0.478, -0.070], [-0.198, -0.043, -0.008], [0.649, 0.227, 0.357], [-0.025, -1.042, -2.231], [-0.136, 0.546, 1.148], [-0.042, 0.070, 0.126], [0.217, 0.093, -0.167], [-0.314, -0.143, 0.184], [-0.158, 0.104, 0.157], [-0.195, 0.543, 0.912], [0.006, -0.397, -0.477], [0.490, 0.308, -0.588], [0.030, -0.183, -0.945], [0.511, 0.330, 0.347], [-0.350, -0.110, -0.150], [-0.186, -0.544, 0.229], [-0.320, 0.389, 0.236], [0.108, -0.622, 0.496], [-0.266, 0.674, -0.037], [-0.053, -0.189, 0.203]]
}